A molecular structure, C4H9NO in a non-equilibrium geometry, computed with wB97M-V/def2-TZVPD.

Structure (XYZ):
```
15
Properties=species:S:1:pos:R:3:forces:R:3:lowdin_charge:R:1
C -1.1014 1.4059 -1.5585 -0.1 0.0 -0.1 -0.1029
C -0.1478 0.2944 -1.1505 -0.1 0.0 -0.2 -0.1824
C -0.3974 -0.2351 0.2522 0.2 0.2 -0.1 -0.5146
O -1.3233 0.1000 0.9599 0.4 0.0 -0.2 0.0809
N 0.5751 -1.1210 0.6753 0.4 1.4 -0.6 -0.0467
C 1.1562 -1.1125 2.2397 -1.0 0.4 -2.2 -0.0044
H -1.0145 2.2579 -0.8816 0.0 -0.1 0.0 0.0788
H -0.8874 1.7519 -2.5750 0.0 -0.1 0.2 0.0730
H -2.1327 1.0550 -1.5200 0.0 0.1 0.0 0.0773
H -0.2098 -0.5499 -1.8448 0.0 0.0 0.0 0.1178
H 0.8923 0.6421 -1.1844 -0.1 0.0 0.0 0.1152
H 1.2709 -1.4449 0.0191 0.0 0.4 -0.1 0.1166
H 2.2124 -0.7638 2.1505 -0.7 -1.1 0.0 0.0526
H 0.5915 -0.2957 2.7034 -0.2 -0.6 0.0 0.0390
H 0.5158 -1.9843 1.7147 1.3 -0.6 3.1 0.0999
```
Forces are in eV/Å.

Properties
- Relative energy (zero: lowest compared OMol25 entry of this formula, charge and spin): 3.7354 eV
- Largest force on an atom: 3.4 eV/Å
- HOMO level: -8.982 eV
- Multiplicity: 1
- Net charge: 0


A molecular structure, C19H18F6GeMnO7P3 in a non-equilibrium geometry, computed with wB97M-V/def2-TZVPD.

Structure (XYZ):
```
55
Properties=species:S:1:pos:R:3:forces:R:3:lowdin_charge:R:1
Mn 0.4238 0.1001 0.2114 -5.3 6.0 1.0 0.6301
O 3.0403 -1.3218 -2.0882 -0.2 0.4 -0.3 0.0039
P 1.7451 -0.5262 -1.8107 1.4 0.4 -2.4 0.3128
O 1.3262 0.4658 -2.7741 0.1 -0.3 -0.5 -0.1580
O 1.8974 0.2334 -0.4020 4.6 0.4 -0.6 -0.2464
O 0.5562 -1.5581 -1.4541 0.1 0.4 0.2 -0.1898
P 0.4288 -2.4315 -0.1210 0.5 -2.4 0.5 0.3211
O 1.9662 -2.7695 0.1346 -0.3 0.2 -0.3 -0.0676
O -0.5356 -3.4947 -0.1327 -0.2 -0.2 -0.1 -0.1305
O 0.1867 -1.2971 0.9710 -0.8 -3.9 2.7 -0.2705
H 3.3678 -2.0071 -1.4986 -0.1 -0.2 0.3 0.1089
H 2.0919 -3.5473 0.6840 0.1 -0.4 0.2 0.1238
F -0.5920 1.2369 -0.8786 -0.3 0.1 -0.6 -0.2838
P -2.4209 0.7952 -0.9468 0.6 0.0 1.6 0.3180
F -3.8947 0.4485 -0.7015 -0.2 0.0 -0.3 -0.0030
F -2.5467 2.2587 -0.1960 0.2 0.2 0.1 -0.1778
F -2.4840 1.4800 -2.3266 -0.1 0.0 -0.1 -0.0148
F -1.9369 -0.5830 -1.4877 -0.3 0.0 -0.3 -0.0454
F -1.9604 0.2505 0.6030 -0.2 0.0 -0.4 -0.2119
C 0.4494 1.2580 1.5617 -0.3 0.6 0.2 -0.0737
Ge -1.0672 2.6265 1.8375 -0.2 -0.5 0.0 1.4522
C -2.6837 1.9800 2.9959 1.2 0.7 -0.9 -0.2710
C -2.4073 0.6984 3.4321 0.3 -0.1 -0.1 -0.1136
C -3.3953 0.0553 4.1679 0.2 -0.1 0.0 -0.0252
C -4.5949 0.6952 4.4286 -0.1 -0.1 0.1 -0.0242
C -4.8324 1.9790 3.9696 0.1 0.2 -0.2 -0.0294
C -3.8595 2.6498 3.2331 -0.2 0.3 0.0 -0.0775
C 0.1038 4.5573 0.5424 -0.5 -0.7 0.2 -0.2654
C 0.9395 3.7240 -0.2444 0.0 0.0 -0.3 -0.0504
C 0.6972 3.5572 -1.5932 0.1 0.1 0.1 -0.0277
C -0.3715 4.2170 -2.1957 0.0 0.0 0.2 0.0112
C -1.2124 5.0282 -1.4406 -0.1 0.0 0.1 -0.0159
C -0.9933 5.1946 -0.0866 -0.1 0.0 -0.2 -0.0036
C 0.4791 4.8853 1.9481 -0.2 -0.2 0.4 -0.2558
C 1.8016 5.0501 2.3476 0.0 0.0 0.0 0.0058
C 2.0994 5.3102 3.6800 -0.1 -0.1 -0.1 -0.0021
C 1.0902 5.3945 4.6335 -0.2 0.0 0.0 -0.0240
C -0.2316 5.2531 4.2549 0.2 0.0 0.2 -0.0258
C -0.5448 4.9978 2.9212 -0.1 -0.3 -0.4 -0.1238
H 1.1873 1.3732 2.3673 0.1 -0.1 -0.2 0.0556
H -1.4760 0.1958 3.1797 -0.1 -0.1 0.1 0.1017
H -3.2199 -0.9527 4.5135 0.0 0.0 0.0 0.1282
H -5.3605 0.1789 4.9895 0.0 0.0 0.0 0.1292
H -5.7818 2.4588 4.1527 0.0 0.1 0.0 0.1269
H -4.0459 3.6449 2.8557 0.0 0.0 0.0 0.1178
H 1.8025 3.2506 0.2060 0.1 0.0 0.1 0.1233
H 1.3377 2.9226 -2.1880 0.0 -0.1 0.0 0.1157
H -0.5474 4.0949 -3.2530 0.0 0.0 -0.1 0.1367
H -2.0214 5.5541 -1.9239 -0.1 0.0 0.0 0.1313
H -1.6094 5.8834 0.4746 0.0 0.0 0.0 0.1322
H 2.5989 5.0348 1.6195 0.0 -0.1 -0.1 0.1316
H 3.1259 5.4545 3.9848 0.1 0.0 -0.1 0.1298
H 1.3380 5.5914 5.6649 0.0 0.1 0.1 0.1270
H -1.0199 5.3768 4.9803 -0.1 0.0 0.1 0.1276
H -1.5845 5.0900 2.6022 0.0 -0.1 0.0 0.1061
```
Forces are in eV/Å.

Properties
- Largest force on an atom: 8.1 eV/Å
- HOMO level: -15.536 eV
- Multiplicity: 1
- Net charge: +2


A molecular structure, C22H25BrCl27FN2OS, computed with wB97M-V/def2-TZVPD.

Structure (XYZ):
```
80
Properties=species:S:1:pos:R:3:forces:R:3:lowdin_charge:R:1
C 6.4902 -2.9333 -1.0980 0.3 0.0 -0.4 -0.1019
C 5.9511 -1.5250 -1.3107 -0.1 -0.1 0.1 -0.2480
C 4.9830 -1.0932 -0.2337 0.3 0.3 0.1 -0.2399
O 4.5453 0.2317 -0.5315 -0.2 0.1 -0.1 -0.1984
C 3.4360 0.6149 0.2354 0.1 -0.4 0.0 -0.2121
C 2.0759 0.2099 -0.3137 0.3 0.3 0.3 -0.1618
C 0.9509 0.5961 0.3422 -0.3 -0.3 -0.3 -0.6095
Br 1.0447 1.6002 1.9378 0.0 0.1 0.2 0.7883
C -0.3624 0.2639 -0.1024 -0.1 0.1 0.5 -0.1480
C -0.6052 -0.4791 -1.2041 -0.3 -0.2 -0.4 -0.1542
C -1.9818 -0.8760 -1.6811 0.1 -0.3 0.1 -0.1245
C -3.0284 -1.1052 -0.5776 0.0 -0.1 -0.2 -0.1622
C -3.3147 -2.5763 -0.3275 0.0 0.6 0.7 -0.1826
F -4.3311 -3.0351 -1.1731 0.2 -0.2 -0.2 -0.0838
C 0.5348 -0.8961 -1.9516 0.1 0.3 0.4 -0.2932
N 0.5185 -1.6038 -3.0811 0.1 0.0 -0.1 -0.2048
S 2.0553 -1.7960 -3.5073 -0.1 0.7 -0.1 0.9278
N 2.7927 -1.0349 -2.3242 0.2 -0.1 0.2 -0.2329
C 1.8552 -0.5521 -1.4983 0.0 -0.3 -0.5 -0.2598
H 7.1686 -3.1710 -1.9204 0.0 -0.1 0.0 0.0704
H 7.0735 -3.0308 -0.1815 -0.2 0.0 0.1 0.0729
H 5.7039 -3.6889 -1.1243 -0.1 0.0 0.2 0.0725
H 5.4526 -1.4591 -2.2769 0.0 0.0 0.0 0.0762
H 6.7751 -0.8075 -1.3142 0.0 0.0 -0.1 0.1165
H 4.1293 -1.7725 -0.1374 0.0 0.0 -0.2 0.1231
H 5.5021 -1.0576 0.7347 -0.1 -0.2 0.1 0.1308
H 3.5261 0.1612 1.2290 -0.1 0.3 0.1 0.0552
H 3.4459 1.6996 0.3589 0.1 0.0 -0.1 0.0960
H -1.2033 0.6164 0.4824 0.4 -0.3 0.1 -0.0024
H -2.3338 -0.1714 -2.4371 0.0 0.1 0.1 0.1279
H -1.8415 -1.8208 -2.2124 -0.1 0.1 -0.2 0.1077
H -2.7219 -0.6942 0.3845 0.1 0.1 -0.1 0.0970
H -3.9638 -0.6034 -0.8306 -0.1 -0.1 0.1 0.1181
H -2.4161 -3.1821 -0.4530 -0.1 -0.2 -0.2 0.1257
H -3.6699 -2.6933 0.6984 -0.2 -0.2 -0.1 0.1037
C 1.7132 -6.3717 -3.2715 0.0 0.1 0.1 -1.5325
Cl 1.1138 -7.0320 -1.7505 0.0 0.0 0.0 0.5271
Cl 1.6778 -4.5986 -3.2446 -0.1 -0.8 0.1 0.5037
Cl 3.3414 -6.9536 -3.6130 0.0 0.0 0.0 0.5296
H 1.0605 -6.7090 -4.0655 0.0 0.0 0.0 0.0124
C 3.1366 -0.0183 4.6895 0.0 0.0 0.0 -1.5605
Cl 1.6539 0.1402 5.6289 0.0 0.0 0.0 0.5143
Cl 4.4942 -0.4520 5.7268 0.0 0.0 0.0 0.5370
Cl 2.9344 -1.1974 3.3944 0.0 -0.2 0.1 0.5469
H 3.3515 0.9402 4.2346 0.0 0.0 0.0 0.0022
C -3.5411 3.6683 0.8337 0.0 0.0 0.0 -1.5063
Cl -3.5969 3.5887 2.5923 0.0 0.1 -0.2 0.5064
Cl -2.3643 2.5003 0.2159 -0.4 0.5 -0.1 0.6006
Cl -5.1319 3.3871 0.1270 0.0 0.0 0.0 0.5406
H -3.2140 4.6595 0.5483 0.0 0.0 0.0 0.0172
C 4.7931 1.3786 -5.0886 0.0 0.0 0.1 -1.5382
Cl 4.5905 1.2199 -3.3501 0.2 0.1 -0.1 0.5987
Cl 5.9681 0.2037 -5.6874 0.0 0.0 0.0 0.5247
Cl 3.2445 1.1883 -5.9227 0.0 0.0 0.0 0.5151
H 5.1688 2.3686 -5.3092 0.0 0.0 0.0 0.0095
C -6.4480 -3.6454 -3.7624 0.0 0.0 0.0 -1.5595
Cl -8.1578 -3.4289 -3.3853 0.0 0.0 0.0 0.5168
Cl -6.0680 -5.3536 -3.9890 0.0 0.0 0.0 0.5264
Cl -5.9926 -2.7083 -5.1858 0.0 0.0 0.0 0.5295
H -5.8671 -3.2815 -2.9241 0.0 0.0 0.0 -0.0236
C -1.9100 3.8570 6.2933 0.0 0.0 0.0 -1.5546
Cl -1.8892 3.8162 8.0543 0.0 0.0 0.0 0.5360
Cl -0.7502 2.7096 5.6202 0.0 0.0 0.0 0.5116
Cl -3.5303 3.5418 5.6756 -0.1 -0.1 0.3 0.4846
H -1.6227 4.8516 5.9761 0.0 0.0 0.0 -0.0376
C -7.1013 -3.6730 0.3239 -0.1 0.0 0.0 -1.5695
Cl -8.4920 -4.7390 0.1307 0.0 0.0 0.0 0.5271
Cl -7.5258 -2.0047 -0.0597 0.0 0.0 0.0 0.5203
Cl -6.4474 -3.7846 1.9606 0.0 0.0 0.0 0.5337
H -6.3304 -3.9915 -0.3650 0.0 0.0 0.0 -0.0167
C 2.1817 4.7839 -0.7525 0.0 0.0 0.0 -1.5374
Cl 0.7390 3.7706 -0.7869 0.0 0.1 -0.1 0.5372
Cl 1.7936 6.4422 -1.2132 0.0 0.0 0.0 0.5330
Cl 2.9535 4.7436 0.8338 0.0 0.0 0.0 0.5275
H 2.8849 4.3910 -1.4751 0.0 0.0 0.0 0.0103
C -3.4070 7.9947 5.9016 0.0 0.0 0.0 -1.5366
Cl -4.6881 8.0067 7.1098 0.0 0.0 0.0 0.5374
Cl -1.8453 7.6392 6.6499 0.0 0.0 0.0 0.5381
Cl -3.7617 6.8361 4.6209 0.0 0.1 -0.1 0.5168
H -3.3487 8.9805 5.4606 0.0 0.0 0.0 0.0111
```
Forces are in eV/Å.

Properties
- Largest force on an atom: 1.0 eV/Å
- HOMO level: -8.892 eV
- Multiplicity: 1
- Net charge: 0